No. 1
44
Properties=species:S:1:pos:R:3:forces:R:3 method="wB97M-V/def2-TZVPD" smiles="CNC(=O)c1ccccc1Sc1ccc2c(C#Cc3ccccn3)[nH]nc2c1" homo_lumo_gap_ev=7.4213 e_above_lowest_kj_mol=0.00 charge=0 total_energy_ev=-41912.143
O -3.067280 -4.034100 0.945569 0.617 -0.147 -1.144
C 3.200324 1.238432 1.081831 4.439 2.078 -2.822
C 4.179848 1.811574 0.501145 -4.229 -2.498 2.646
N 1.046110 -1.465500 2.087643 1.203 -0.590 0.557
N 6.465395 2.047884 -0.109289 2.349 -1.590 -0.097
S -3.710091 0.256744 0.588630 -0.342 0.621 0.131
C -3.694514 -3.026238 0.702364 -1.138 0.609 2.359
C 2.087528 0.400843 1.440629 4.603 0.578 -0.413
C 7.407143 2.625001 -0.831490 1.579 -0.571 0.112
C 5.257329 2.480611 -0.227042 -1.553 0.163 0.747
C 7.305354 3.772786 -1.607844 -1.191 0.924 0.111
C 4.958893 3.550339 -1.009609 -0.129 2.562 -1.198
C 6.018630 4.295582 -1.708318 -2.043 -0.796 0.101
C -3.685874 -1.079127 -3.216458 -0.785 0.307 1.042
C -3.691529 -2.428635 -2.975302 1.202 -1.383 -3.010
C -3.879900 -0.272654 -2.112977 1.525 -0.132 1.964
C -3.699778 -3.024286 -1.716076 0.101 0.246 -2.013
C -1.264948 1.414101 0.202630 1.706 2.128 0.645
C -3.843629 -0.824280 -0.798608 0.059 -1.468 -0.789
C -1.961536 0.300529 0.705555 2.981 -1.667 1.082
C -3.727805 -2.262611 -0.590258 -0.582 1.632 -0.290
C -1.183882 -0.754907 1.278766 -2.455 1.064 0.090
C 0.167184 1.473899 0.318052 -1.406 1.475 -1.849
C 0.202297 -0.623523 1.496289 -1.734 -1.055 -0.172
C 0.835587 0.510163 1.024739 -2.641 0.325 -0.487
N 2.223066 -0.812611 1.995461 -0.696 0.533 0.372
N -4.527829 -2.512489 1.690177 0.147 0.104 -0.213
C -4.275659 -2.856960 3.105180 -1.193 1.489 0.921
H 8.360069 2.096129 -0.826113 0.024 0.245 0.303
H 8.151656 4.331737 -2.038931 -0.386 -0.829 0.118
H 3.885945 3.771799 -0.862919 0.710 0.784 -1.123
H 5.807383 5.161279 -2.409204 0.070 -1.066 1.299
H -3.534745 -0.589191 -4.165382 -0.047 -0.412 -0.288
H -3.462183 -3.040574 -3.924264 -0.671 0.457 1.807
H -3.643181 0.779860 -2.217648 -0.696 0.200 0.199
H -3.618513 -4.083196 -1.753240 0.046 -0.731 0.696
H -1.893940 2.346257 0.068442 1.065 -1.197 -0.858
H -1.768008 -1.546336 1.725867 0.335 -0.447 -0.085
H 0.937191 2.089232 -0.239233 -1.804 0.422 0.716
H 3.112215 -1.085729 2.379911 -0.281 -0.757 0.278
H -4.883421 -1.582086 1.455266 0.156 -0.648 0.718
H -3.825956 -3.808298 3.202681 0.418 -1.034 -0.392
H -5.215833 -2.903015 3.781698 1.310 0.380 -1.487
H -3.549114 -2.138436 3.561679 -0.644 -0.307 -0.283



No. 2
106
Properties=species:S:1:pos:R:3:forces:R:3 method="wB97M-V/def2-TZVPD" homo_lumo_gap_ev=7.2953 e_above_lowest_kj_mol=0.00 charge=+3 total_energy_ev=-103644.538
Rh -2.512036 0.147725 0.770810 -0.062 -0.373 -0.301
C -4.318536 -1.204623 -0.982650 -0.014 -0.024 -0.004
N -4.347973 0.104170 -0.288729 0.041 0.043 0.102
C -4.618010 1.139398 -1.313243 -0.002 0.047 0.081
C -5.419445 0.143858 0.741798 0.046 -0.095 0.040
C -5.103015 -0.830344 1.853582 -0.030 0.042 -0.068
N -3.713378 -0.628574 2.379713 -0.009 0.142 -0.017
C -3.176433 -1.959691 2.760050 0.058 -0.009 -0.024
C -3.767185 0.193378 3.608362 -0.069 -0.072 -0.002
H -5.316756 -1.457737 -1.348308 0.004 -0.013 -0.004
H -3.979916 -1.995976 -0.312720 0.002 0.001 -0.011
H -3.629267 -1.131924 -1.819535 0.008 -0.012 -0.001
H -5.530423 0.882797 -1.855160 0.002 -0.003 -0.006
H -3.775567 1.177640 -1.994723 0.002 -0.002 0.005
H -4.752341 2.111923 -0.845242 0.007 -0.027 0.000
H -6.381516 -0.102532 0.284439 -0.018 -0.004 0.014
H -5.483218 1.164998 1.116673 0.018 0.025 0.008
H -5.184603 -1.854262 1.492108 0.014 0.013 -0.002
H -5.822680 -0.726742 2.667410 -0.009 0.000 -0.013
H -3.863572 -2.440715 3.459671 0.010 -0.025 -0.008
H -2.198598 -1.839043 3.213851 0.022 0.001 0.023
H -3.076372 -2.585030 1.872330 0.007 -0.001 0.008
H -4.327474 -0.335422 4.382983 -0.052 0.020 -0.031
H -4.240462 1.149580 3.408857 0.007 0.063 -0.014
H -2.757484 0.336092 3.979447 0.128 0.029 0.007
N -0.843101 -0.344466 1.767154 0.388 0.414 0.490
S 0.617688 -0.537869 1.807211 -0.341 -0.239 -0.118
N 1.319142 -1.353273 0.585993 -0.020 0.015 -0.158
S 1.923311 -0.667076 -0.675536 0.017 -0.071 0.274
N 1.172838 0.531572 -1.304634 0.031 0.047 -0.206
S -0.363746 0.502219 -1.862492 -0.323 -0.026 0.211
N -1.517641 0.324351 -0.966278 0.242 -0.077 -0.202
C -0.379062 -0.715417 -3.162061 -0.096 0.019 0.030
C 0.216681 -0.429654 -4.382541 0.045 0.055 0.004
C 0.184952 -1.389994 -5.379631 0.012 0.011 -0.048
C -0.429216 -2.613838 -5.150225 -0.019 -0.040 0.020
C -1.012066 -2.890053 -3.920048 0.018 0.042 0.014
C -0.992097 -1.935151 -2.914106 -0.015 0.037 0.002
C -0.355561 2.045593 -2.745164 -0.027 0.007 0.045
C 0.726201 2.911063 -2.771777 0.072 0.013 0.063
C 0.620177 4.098377 -3.483940 -0.016 0.016 -0.008
C -0.547095 4.399204 -4.170329 0.021 0.011 0.000
C -1.619281 3.514288 -4.152214 -0.010 0.008 0.003
C -1.527817 2.334524 -3.435867 -0.028 -0.020 -0.018
C 2.232671 -2.025304 -1.762442 0.000 -0.062 0.100
C 1.754362 -3.294971 -1.467383 0.005 0.037 0.017
C 2.090003 -4.336692 -2.318784 -0.020 -0.006 0.042
C 2.885262 -4.100524 -3.430173 0.017 0.005 -0.041
C 3.348665 -2.819896 -3.712297 -0.002 0.018 -0.009
C 3.026869 -1.767266 -2.874564 0.004 0.020 -0.004
C 3.534885 -0.022484 -0.330884 0.015 -0.059 -0.055
C 4.426534 -0.920732 0.250072 -0.014 0.015 0.007
C 5.716880 -0.497764 0.509447 -0.005 -0.033 0.018
C 6.102156 0.799059 0.184709 0.025 0.017 0.007
C 5.199886 1.679226 -0.392210 -0.035 0.001 -0.002
C 3.898884 1.272358 -0.656958 -0.011 0.004 -0.018
C 1.066948 -1.580600 3.172558 -0.043 0.089 -0.009
C 1.843687 -2.717476 3.021655 0.058 -0.024 -0.073
C 2.133914 -3.482984 4.143954 0.011 -0.010 -0.002
C 1.664826 -3.102627 5.391444 -0.005 -0.002 0.011
C 0.893402 -1.953680 5.532041 -0.003 0.004 -0.012
C 0.587474 -1.190783 4.419406 -0.029 0.037 0.002
C 1.610027 0.931750 2.034018 -0.027 -0.031 -0.003
C 1.189268 2.086694 1.391525 0.026 0.014 -0.084
C 1.960971 3.233858 1.489387 -0.043 0.048 -0.062
C 3.136185 3.221122 2.228709 0.055 -0.025 0.052
C 3.554207 2.056426 2.861081 -0.068 -0.018 -0.019
C 2.793036 0.899530 2.761984 0.055 0.009 0.055
H 0.684054 0.530229 -4.561699 0.005 -0.009 -0.013
H 0.630542 -1.178239 -6.342058 0.002 0.003 -0.003
H -0.458802 -3.354720 -5.937998 -0.005 -0.005 0.002
H -1.486884 -3.846766 -3.748370 -0.001 0.000 0.008
H -1.440144 -2.126118 -1.947166 -0.010 -0.004 -0.004
H 1.640313 2.660208 -2.255579 -0.038 0.012 -0.018
H 1.458347 4.781156 -3.514477 0.004 0.002 -0.002
H -0.618678 5.319196 -4.734592 0.001 0.003 -0.003
H -2.519751 3.740161 -4.706870 -0.002 0.000 0.000
H -2.346842 1.627340 -3.442465 0.011 0.000 -0.010
H 1.143837 -3.461644 -0.591711 0.005 0.001 0.010
H 1.737407 -5.336701 -2.105998 0.000 0.001 0.005
H 3.154317 -4.921878 -4.080890 0.002 0.002 -0.003
H 3.972786 -2.645787 -4.577942 0.001 0.006 -0.002
H 3.400948 -0.769896 -3.073246 0.003 0.000 -0.003
H 4.121315 -1.933356 0.484237 0.001 -0.006 -0.006
H 6.427675 -1.181301 0.953100 0.001 -0.003 -0.001
H 7.117137 1.119923 0.377589 0.002 0.001 0.001
H 5.508089 2.684417 -0.645411 0.000 0.009 -0.004
H 3.183749 1.947419 -1.100342 0.015 -0.014 -0.010
H 2.210990 -3.004766 2.047482 -0.004 -0.009 0.000
H 2.732250 -4.377816 4.040393 0.000 0.000 -0.008
H 1.901019 -3.700908 6.260970 0.000 -0.001 0.002
H 0.535663 -1.656508 6.508356 -0.004 0.006 -0.004
H -0.009341 -0.292626 4.517262 -0.020 0.000 0.018
H 0.285337 2.071975 0.798219 -0.058 0.009 -0.024
H 1.655711 4.134473 0.969574 -0.003 -0.007 0.025
H 3.734168 4.119598 2.307083 0.007 -0.001 0.001
H 4.472499 2.046613 3.431652 0.009 -0.004 0.012
H 3.119290 -0.010211 3.248536 0.004 -0.002 0.015
N -1.204732 2.680203 3.113057 -0.039 0.057 0.064
C -1.795422 3.178015 2.047350 0.050 0.129 0.094
N -1.547521 4.426414 1.665386 -0.049 -0.087 0.125
S -2.989815 2.331589 1.131826 0.001 0.032 -0.296
H -0.482068 3.182475 3.606205 0.048 -0.015 -0.013
H -1.406066 1.735314 3.388866 0.055 -0.143 -0.058
H -1.079060 5.084007 2.271749 -0.015 0.013 0.019
H -1.991363 4.788933 0.836340 -0.011 -0.010 -0.011



No. 3
20
Properties=species:S:1:pos:R:3:forces:R:3 method="wB97M-V/def2-TZVPD" homo_lumo_gap_ev=8.5811 e_above_lowest_kj_mol=440.37 charge=0 total_energy_ev=-7918.269
C -0.808877 -1.804561 -1.948894 -0.003 0.147 0.063
C -0.213599 -1.708181 -0.605205 0.092 -0.173 -0.373
N 1.174997 0.894689 0.064297 -0.355 0.000 0.137
C 2.156818 0.956579 1.126730 0.145 -0.040 0.120
C -0.051235 0.677259 0.351255 0.123 0.154 -0.071
C -0.594172 0.297959 1.713096 0.021 0.014 0.050
C -1.046219 1.031479 -0.735588 -0.075 0.031 -0.045
H -0.225864 -1.528529 -2.838434 -0.011 -0.064 0.179
H -0.886851 -2.915199 -1.945022 0.054 -0.010 0.021
H -1.836897 -1.433998 -2.023299 0.157 -0.134 0.047
H 0.883626 -1.803409 -0.730276 -0.119 -0.071 0.021
H 2.282435 2.021043 1.368367 0.076 -0.173 0.021
H 1.895553 0.436836 2.058232 0.030 0.011 -0.184
H 3.127238 0.593457 0.776381 -0.163 0.011 -0.008
H -1.579874 -0.160412 1.616521 0.123 0.139 -0.027
H 0.051513 -0.432755 2.207750 -0.098 0.155 -0.094
H -0.669053 1.182193 2.357929 -0.015 -0.069 -0.061
H -0.671499 0.735301 -1.717979 -0.032 0.130 0.169
H -1.133628 2.122995 -0.750611 -0.107 -0.084 0.042
H -2.036144 0.598845 -0.570358 0.157 0.023 -0.008



No. 4
15
Properties=species:S:1:pos:R:3:forces:R:3 method="wB97M-V/def2-TZVPD" spin_multiplicity=3 homo_lumo_gap_ev="6.3330 / 9.2850" e_above_lowest_kj_mol=402.45 charge=0 total_energy_ev=-13358.798 s_squared=2.007
C -1.811911 -1.266256 0.097588 0.367 -0.407 -2.156
C 1.423479 -0.538294 0.633100 0.207 2.870 0.034
C 1.456197 -0.692739 -0.881453 -0.257 0.265 -0.775
C 0.471906 0.196530 -0.225224 3.272 -10.912 0.777
N -2.059875 -0.845377 1.151328 -2.021 2.393 4.584
N -0.044620 1.302227 -0.509522 -2.417 9.730 2.731
O -0.568367 2.040567 0.631471 0.758 -3.392 1.234
O -1.477559 -1.719607 -0.917236 -0.026 -0.792 -0.986
O -0.375955 1.763330 -1.568870 -0.963 0.446 -3.838
H 1.267265 -1.302487 1.369966 -0.785 -0.537 -0.077
H 1.939653 0.313556 1.130685 0.982 -0.810 -0.443
H 2.256404 -0.459258 -1.630550 -0.402 0.479 1.254
H 0.890397 -1.539632 -1.284294 0.373 -0.225 0.398
H -0.733930 2.889811 0.317317 -0.346 2.398 -1.296
H -2.633089 -0.142376 1.685688 1.258 -1.506 -1.441



No. 5
14
Properties=species:S:1:pos:R:3:forces:R:3 method="wB97M-V/def2-TZVPD" spin_multiplicity=2 homo_lumo_gap_ev="3.0164 / 8.2696" e_above_lowest_kj_mol=146.96 charge=-1 total_energy_ev=-7802.087 s_squared=0.750
C -0.034330 1.900003 -0.269350 0.834 1.170 0.140
C -0.856406 0.931900 0.187706 0.329 1.534 -0.394
N -1.578091 0.182454 -0.710737 0.661 0.749 -1.072
H -0.018349 2.217710 -1.318719 -0.155 -0.586 0.132
H 0.742498 2.481324 0.290156 -1.149 -0.921 0.036
H -0.982480 0.826386 1.275312 0.079 -0.646 -0.840
H -1.410624 0.414844 -1.718874 -0.531 -0.676 1.584
H -2.311262 -0.432527 -0.443165 -0.376 -0.399 0.064
H 1.252092 -0.808834 0.845541 0.158 1.100 0.941
H 2.112945 -0.255609 2.004322 0.117 -0.167 0.087
O 1.387122 -0.000555 1.428781 0.087 -1.276 -0.622
H 0.321722 -3.171483 -0.195874 -5.152 -4.458 2.214
H 0.565938 -1.754382 -0.867373 -2.732 3.497 -1.847
O 0.809228 -2.531232 -0.507727 7.831 1.079 -0.424